Record 1
C25H52BN12O2Sr as an isolated structure in a non-equilibrium geometry, computed with the ωB97M-V functional and the def2-TZVPD basis.

Geometry (Å):
Sr -0.876 -0.790 -0.304
C -1.821 -5.208 0.377
C -0.902 -4.264 -0.069
N -1.193 -3.040 0.386
N -2.317 -3.188 1.148
C -2.701 -4.475 1.149
B -2.936 -2.041 2.008
N -3.696 -1.004 1.117
C -4.947 -0.556 1.290
C -5.250 0.328 0.271
C -4.095 0.355 -0.507
N -3.150 -0.442 0.008
N -1.806 -1.326 2.807
C -1.669 -1.320 4.142
C -0.596 -0.514 4.471
C -0.130 -0.059 3.237
N -0.855 -0.545 2.229
H -1.841 -6.267 0.184
H -0.042 -4.416 -0.707
H -3.565 -4.788 1.713
H -3.718 -2.515 2.780
H -5.546 -0.905 2.115
H -6.183 0.840 0.105
H -3.911 0.875 -1.436
H -2.344 -1.881 4.768
H -0.222 -0.289 5.455
H 0.697 0.607 3.033
N -2.714 6.303 -0.428
C -2.068 4.934 -0.615
C -1.038 4.718 0.483
C -0.286 3.383 0.295
N -1.083 2.191 0.600
C 0.293 3.308 -1.112
C -0.736 3.526 -2.225
N -1.636 2.367 -2.387
C -1.468 4.862 -2.010
H -3.146 6.397 0.495
H -3.438 6.480 -1.129
H -2.016 7.047 -0.516
H -2.902 4.237 -0.506
H -1.515 4.732 1.467
H -0.310 5.538 0.458
H 0.542 3.399 1.004
H -1.935 2.143 0.054
H -1.356 2.167 1.576
H 0.759 2.333 -1.251
H 1.076 4.064 -1.211
H -0.186 3.621 -3.161
H -1.921 2.282 -3.357
H -2.501 2.465 -1.867
H -2.238 4.989 -2.776
H -0.747 5.680 -2.129
N 3.826 -1.998 2.938
C 5.104 -1.942 2.114
C 4.895 -2.578 0.749
C 3.974 -1.814 -0.205
N 2.563 -2.069 0.166
C 4.307 -0.325 -0.208
C 4.529 0.316 1.164
N 3.268 0.415 1.943
C 5.524 -0.488 1.992
H 3.300 -2.858 2.782
H 3.253 -1.177 2.658
H 4.030 -1.934 3.937
H 5.851 -2.507 2.666
H 4.556 -3.615 0.850
H 5.887 -2.639 0.298
H 4.179 -2.211 -1.202
H 2.492 -3.046 0.438
H 1.972 -2.014 -0.660
H 3.526 0.216 -0.743
H 5.227 -0.184 -0.780
H 4.951 1.310 0.997
H 2.465 0.550 1.342
H 3.314 1.195 2.590
H 5.657 -0.032 2.977
H 6.505 -0.476 1.512
C 1.572 -0.028 -3.209
O 0.944 -1.072 -2.458
C 0.416 -2.078 -3.349
C -0.974 -1.688 -3.785
O -1.820 -1.729 -2.637
C -2.698 -2.867 -2.629
H 2.307 -0.446 -3.898
H 2.081 0.635 -2.519
H 0.838 0.546 -3.776
H 0.369 -3.010 -2.782
H 1.093 -2.227 -4.193
H -1.342 -2.353 -4.568
H -0.986 -0.671 -4.180
H -3.355 -2.831 -3.498
H -3.293 -2.813 -1.721
H -2.126 -3.796 -2.635

ΔE to the lowest compared entry with this formula, charge and spin in kJ/mol: 100.49
Kohn-Sham gap in eV: 8.6
Net charge: +3

Atomic partial charges in e from the Löwdin method, atoms 1 to 4:
1. Sr 1.43
2. C -0.03
3. C -0.17
4. N -0.13



Record 2
A 2-piece molecular cluster, C25H52BNO4P2 overall in a non-equilibrium geometry, computed with the ωB97M-V functional and the def2-TZVPD basis.

Geometry (Å):
N 0.972 1.983 -2.617
B 0.626 2.584 -3.950
O 1.129 1.978 -5.092
C -0.333 3.835 -3.960
C 0.197 5.219 -4.342
O -0.919 6.052 -4.140
P -2.324 5.204 -4.889
C -3.182 4.994 -3.187
O -3.232 3.654 -2.576
C -4.388 2.972 -2.819
C -4.566 2.332 -4.043
C -5.743 1.640 -4.287
C -6.729 1.583 -3.309
C -6.535 2.198 -2.083
C -5.361 2.900 -1.830
O -1.510 3.662 -4.711
H 1.352 2.756 -2.068
H 0.053 1.839 -2.191
H 0.738 1.100 -5.177
H -0.625 3.972 -2.899
H 1.011 5.607 -3.717
H 0.521 5.211 -5.392
H -3.007 6.495 -4.938
H -3.448 4.657 -5.625
H -1.664 5.431 -6.164
H -2.668 5.618 -2.456
H -4.217 5.327 -3.300
H -3.765 2.405 -4.767
H -5.881 1.166 -5.251
H -7.651 1.054 -3.520
H -7.303 2.136 -1.322
H -5.189 3.392 -0.881
C 0.058 1.721 1.418
C -0.262 0.352 0.827
C -0.799 -0.636 1.861
C 0.245 -1.226 2.821
P 1.273 -2.562 2.189
C 0.150 -3.768 1.434
C -1.075 -4.272 2.209
C -0.848 -5.271 3.348
C 0.031 -6.465 2.989
C 2.059 -3.390 3.581
C 3.052 -2.667 4.504
C 4.443 -2.367 3.946
C 5.110 -3.530 3.221
C 2.357 -2.189 0.797
C 3.579 -1.255 0.820
C 3.433 0.111 1.510
C 3.298 1.258 0.515
H 0.782 1.665 2.235
H 0.473 2.375 0.653
H -0.846 2.194 1.803
H 0.619 -0.056 0.326
H -1.023 0.480 0.055
H -1.317 -1.450 1.347
H -1.558 -0.135 2.465
H -0.286 -1.679 3.667
H 0.863 -0.443 3.266
H 0.759 -4.599 1.070
H -0.216 -3.271 0.530
H -1.726 -4.750 1.473
H -1.641 -3.421 2.596
H -1.828 -5.642 3.654
H -0.451 -4.768 4.232
H -0.447 -7.088 2.231
H 0.205 -7.087 3.867
H 1.009 -6.168 2.608
H 2.470 -4.336 3.225
H 1.214 -3.663 4.218
H 3.168 -3.305 5.383
H 2.603 -1.738 4.864
H 5.078 -2.060 4.779
H 4.392 -1.496 3.291
H 5.333 -4.349 3.908
H 6.050 -3.208 2.772
H 4.492 -3.928 2.413
H 1.683 -1.873 -0.005
H 2.712 -3.176 0.474
H 3.854 -1.098 -0.225
H 4.424 -1.796 1.246
H 4.313 0.293 2.131
H 2.580 0.119 2.193
H 4.220 1.392 -0.053
H 3.085 2.198 1.023
H 2.495 1.069 -0.201

Kohn-Sham gap in eV: 4.8
Net charge: 0

Atomic partial charges in e from the Löwdin method, atoms 1 to 4:
1. N 0.11
2. B -0.50
3. O 0.13
4. C -0.33



Record 3
C25H52GaGeO3PSSeSi as an isolated structure in a non-equilibrium geometry, computed with the ωB97M-V functional and the def2-TZVPD basis.

Geometry (Å):
Ga -0.717 0.573 -0.635
C 4.151 -1.367 0.722
C 3.132 -0.315 0.296
C 3.621 0.488 -0.900
C 2.650 0.524 1.398
O 1.955 -0.978 -0.296
Si 1.048 -2.112 0.382
S -0.977 -1.612 -0.510
O 1.084 -2.015 2.009
C 0.555 -2.987 2.987
C 1.597 -4.109 3.073
C 0.432 -2.207 4.287
C -0.900 -3.409 2.605
O 1.258 -3.656 -0.080
C 1.339 -4.514 -1.221
C 0.025 -5.287 -1.289
C 2.552 -5.391 -1.210
C 1.551 -3.638 -2.457
H 5.050 -0.819 0.995
H 4.393 -2.071 -0.097
H 3.784 -1.832 1.622
H 4.495 1.125 -0.678
H 2.753 1.184 -1.123
H 3.851 -0.136 -1.771
H 3.477 0.999 2.003
H 2.132 -0.036 2.201
H 2.023 1.375 1.012
H 2.465 -3.825 3.683
H 1.955 -4.288 2.042
H 1.116 -5.054 3.442
H 1.304 -1.683 4.599
H 0.098 -2.863 5.103
H -0.282 -1.401 4.241
H -0.941 -4.107 1.781
H -1.512 -2.550 2.387
H -1.374 -3.914 3.474
H -0.226 -5.840 -0.357
H 0.031 -5.967 -2.137
H -0.785 -4.509 -1.433
H 2.786 -5.683 -0.217
H 3.345 -4.834 -1.653
H 2.362 -6.298 -1.787
H 0.764 -2.967 -2.683
H 1.774 -4.279 -3.316
H 2.444 -2.996 -2.358
C 1.172 4.349 3.254
Ge -0.713 4.507 2.686
C -1.387 6.356 2.603
C -1.932 3.714 3.987
C -0.888 3.558 1.013
Se -1.798 1.742 1.350
C -3.527 1.994 0.478
H 1.558 5.367 3.588
H 1.833 4.014 2.456
H 1.308 3.640 4.097
H -0.533 7.072 2.353
H -1.811 6.671 3.580
H -2.146 6.497 1.826
H -2.076 4.308 4.913
H -1.596 2.695 4.321
H -2.909 3.626 3.530
H 0.064 3.336 0.549
H -1.549 4.218 0.396
H -4.057 2.815 0.958
H -4.095 1.106 0.708
H -3.335 2.187 -0.599
C 0.420 0.800 -3.983
P -0.818 1.506 -2.826
C -0.494 3.274 -2.709
C -2.361 1.374 -3.730
C -3.260 2.408 -3.698
C -4.545 2.304 -4.248
C -5.031 1.056 -4.617
C -4.144 0.000 -4.589
C -2.822 0.116 -4.172
H -0.026 0.754 -4.992
H 0.761 -0.162 -3.587
H 1.324 1.405 -4.015
H -0.737 3.815 -3.602
H 0.537 3.454 -2.421
H -1.148 3.664 -1.936
H -3.001 3.355 -3.206
H -5.142 3.235 -4.227
H -6.112 0.880 -4.740
H -4.482 -1.003 -4.832
H -2.138 -0.726 -4.052

ΔE to the lowest compared entry with this formula, charge and spin in kJ/mol: 156.40
Kohn-Sham gap in eV: 6.9
Net charge: +2

Atomic partial charges in e from the Löwdin method, atoms 1 to 4:
1. Ga 0.24
2. C 0.01
3. C -0.64
4. C -0.02



no.,E_HOMO (eV)
1,-15.5
2,-5.6
3,-14.6